Formula: C39H60N6O6PSTl
Source: the OMol25 dataset
Level of theory: ωB97M-V/def2-TZVPD

Properties
F_max: 1.529 eV Å⁻¹
DFT total energy: -3214.0955 Eh
Frontier orbital gap: 7.5 eV
Energy relative to the best compared isomer or geometry (same formula, charge and spin): 0.0 kJ/mol
HOMO energy: -0.26143 Ha
Total charge: 0

Each line ends with the Mulliken charge.
Atoms and positions in Å:
Tl -0.35501 -0.44620 1.41592  1.573
S -5.41211 -1.66090 0.59102  -0.322
P -0.46741 0.27770 -2.41328  -1.761
O 0.10189 2.24700 0.95532  -0.344
O 2.30959 -1.58770 1.57182  -0.107
O 1.46279 1.01500 2.90952  -0.367
O -0.35311 -0.77890 -1.37938  -0.041
O 0.35059 -2.08680 3.48972  -0.546
O 0.16669 -3.15060 0.81042  -0.396
N -3.28711 -2.18700 -1.04428  -0.224
N 1.46899 -4.88100 0.21602  0.171
N 1.55049 2.27500 2.60202  0.946
N 0.91159 2.90730 1.68892  -1.203
N -2.93091 -2.12160 1.25262  0.017
N 1.54719 -1.09150 5.09462  0.189
C 2.68759 -5.46680 -0.28738  -1.111
C 0.32639 -5.76830 0.15592  -1.041
C -0.71631 -1.76660 -4.25338  -0.797
C 2.64749 -1.62510 2.94472  -0.280
C 3.41369 2.82270 -2.64568  -1.015
C -4.99561 -1.72990 2.28562  0.832
C -3.24301 2.30600 -0.19638  -0.605
C -1.24151 -1.39560 -6.66198  -0.780
C 1.27429 -3.59620 0.61202  0.890
C -3.61831 -2.00660 2.42422  -0.673
C 1.41169 1.94140 -3.90508  -0.908
C 4.51629 3.24510 4.56892  -0.692
C 2.53909 -2.74390 0.80752  -1.562
C 2.74779 -0.51200 5.64242  -1.028
C -5.80641 -1.56340 3.39172  -0.529
C -2.95551 3.62700 -2.32758  -1.059
C 0.35389 -0.81520 5.87212  -0.985
C -3.68401 -2.00650 0.23012  0.178
C 3.61249 2.48490 3.85242  -0.034
C 3.16279 5.18860 4.19012  -0.591
C 2.25609 4.43640 3.47192  -0.444
C 1.24789 0.74200 -2.96038  0.617
C -1.62711 2.93970 -2.65988  -0.747
C 2.06979 0.91950 -1.67878  0.003
C -5.23141 -1.69580 4.64512  -0.469
C 4.28859 4.59950 4.74642  -0.436
C -3.15061 3.70870 -0.81848  -0.847
C -1.36931 1.74260 -1.73798  2.543
C -2.67351 1.23770 -1.12748  -0.498
C -1.46441 -0.50850 -3.78608  0.856
C -2.40871 -0.57940 -6.09008  -1.004
C -3.88391 -2.01630 4.79052  -0.764
C 1.40989 -1.60550 3.85842  0.333
C 2.01949 3.14350 -3.18688  -0.710
C 3.46739 1.41500 -2.03158  -0.958
C -1.93411 0.33850 -4.96628  -0.493
C -3.06891 -2.16980 3.68742  -0.211
C 2.47679 3.07180 3.30572  0.029
C -0.11621 -1.54990 -5.63528  -0.634
H 2.11979 -0.03330 -1.15088  -0.310
H -0.52691 -5.26180 0.60132  0.207
H 2.73909 -0.66520 6.72302  0.366
H 1.61589 -0.16290 -3.46318  0.949
H -4.27731 2.05440 0.04582  0.572
H 0.05579 -2.02020 -3.52268  0.323
H -1.64211 2.64230 -3.70778  0.113
H -1.60181 -2.38410 -6.95268  0.328
H 3.46729 -4.72630 -0.43428  0.389
H 5.39819 2.78330 4.99152  0.393
H 4.98829 5.20070 5.30582  0.383
H 3.34259 -3.34770 1.25052  0.545
H 3.91709 0.71590 -2.74268  0.393
H 0.49229 -1.17180 6.89282  0.371
H 2.97979 6.24440 4.32032  0.377
H -3.47551 -2.14800 5.78242  0.408
H 0.16599 0.26150 5.89292  0.316
H -0.85101 -0.91210 -7.55808  0.363
H 4.14999 2.89930 -3.44858  0.313
H -2.02161 -2.41870 3.75042  0.548
H 2.48189 -5.93680 -1.25408  0.355
H -4.05181 4.28200 -0.59368  0.505
H -2.30291 4.24490 -0.39038  0.283
H -2.28611 -2.10830 -1.18668  -0.025
H -1.40191 -2.61520 -4.30518  0.557
H -2.35371 -0.83270 -3.22978  -0.246
H -3.89511 -1.82950 -1.76278  0.374
H 0.50879 -0.65570 -5.62328  0.066
H -2.95281 4.62860 -2.76408  0.542
H 0.54899 -6.68380 0.70862  0.364
H -3.17171 -1.24920 -5.68968  0.353
H -2.66751 2.28580 0.72892  0.036
H 3.67439 3.56870 -1.89358  0.410
H 4.09399 1.42110 -1.13868  0.425
H 3.25429 -2.51310 3.17742  0.570
H 1.37389 3.43280 -2.35828  0.010
H 0.45249 2.23070 -4.33208  0.287
H -2.47651 0.33540 -0.54898  -0.527
H -0.82421 3.66620 -2.53588  0.331
H 3.22649 -0.71630 3.12212  -0.040
H 2.07849 3.99050 -3.87468  0.543
H 2.78719 0.56430 5.44502  0.288
H 0.52129 -2.39210 -5.91058  0.538
H -2.87721 0.01220 -6.87848  0.452
H 3.76669 1.42850 3.70222  0.406
H 3.04689 -6.24670 0.39142  0.297
H 2.86739 -2.38660 -0.17778  0.522
H -5.84661 -1.55720 5.52132  0.375
H -0.73301 2.04150 -0.89478  -0.791
H 1.36979 4.88320 3.05352  0.465
H -1.13581 0.97510 -5.34638  0.195
H -2.75821 0.98020 -4.64988  0.232
H 1.58269 1.62230 -1.00258  0.126
H 2.06769 1.66500 -4.73588  0.523
H -3.38791 0.99280 -1.91918  0.356
H -6.85691 -1.34160 3.27842  0.396
H -3.79101 3.08170 -2.77138  0.324
H 0.09029 -6.02720 -0.87898  0.319
H -0.49671 -1.31450 5.41452  0.145
H 3.63389 -0.99530 5.23982  0.354

Forces on the atoms, in the same order (eV/Å):
-0.214 0.193 -0.055
0.578 -0.097 -0.024
-0.277 1.001 -1.122
0.647 0.017 0.948
-0.197 -0.195 0.090
-0.160 -0.333 -0.235
0.093 -0.980 0.945
-0.150 -0.085 -0.354
-0.119 0.219 0.032
0.073 -0.072 -0.449
-0.152 -0.308 -0.085
-0.442 -0.131 -0.398
-0.406 0.059 -0.822
0.855 -0.325 -0.422
-0.089 0.010 0.272
0.101 0.026 0.072
-0.201 0.125 0.056
0.356 -0.085 0.009
0.122 0.310 0.077
-0.030 0.034 0.000
0.279 -0.018 -0.028
-0.031 -0.008 -0.029
0.089 0.048 -0.012
0.340 0.020 -0.018
-0.902 0.170 0.318
-0.112 0.232 -0.068
0.013 0.188 0.061
0.009 0.049 -0.053
0.149 0.198 -0.110
0.001 0.014 -0.008
0.098 0.157 0.080
-0.150 -0.088 -0.086
-1.125 0.094 0.374
-0.284 -0.243 -0.233
0.074 0.017 0.022
-0.083 -0.173 0.035
-0.631 -0.379 0.141
-0.069 0.091 -0.158
0.222 -0.223 0.072
-0.120 -0.024 0.092
0.113 0.100 0.001
-0.131 0.035 -0.086
0.497 -0.665 -0.217
0.009 -0.055 0.249
0.284 0.441 0.512
0.037 0.160 -0.064
-0.060 0.059 0.087
0.296 -0.290 0.201
0.132 -0.002 -0.152
-0.061 0.034 0.084
-0.278 -0.029 -0.056
0.061 0.020 -0.145
0.593 0.607 0.540
-0.127 -0.209 -0.034
-0.027 0.030 0.054
0.020 -0.105 -0.033
0.067 -0.036 -0.041
-0.091 0.018 0.056
-0.020 0.001 0.042
-0.079 -0.172 -0.030
0.064 0.060 -0.064
0.036 -0.014 -0.083
0.043 0.009 0.020
0.025 -0.039 0.000
0.083 0.052 0.086
-0.085 0.093 -0.090
0.041 -0.052 0.025
-0.042 -0.024 0.042
0.011 0.108 0.046
0.036 0.020 0.067
0.013 0.017 -0.008
-0.008 -0.032 -0.084
0.019 0.069 -0.006
0.178 -0.014 0.137
0.070 0.049 0.016
0.064 0.059 0.068
0.044 0.073 0.064
0.097 0.103 -0.108
-0.010 -0.061 0.079
0.075 0.123 -0.005
0.190 0.004 -0.018
0.115 0.040 -0.025
-0.081 -0.043 -0.042
-0.029 -0.023 -0.024
-0.102 -0.016 0.006
-0.038 -0.027 0.093
0.067 0.022 -0.015
0.047 -0.071 -0.023
-0.075 0.131 0.007
-0.078 0.094 0.019
0.009 0.012 -0.174
-0.130 -0.079 -0.075
0.073 0.022 -0.069
-0.008 -0.196 0.056
-0.089 0.029 0.077
0.038 -0.094 0.040
0.072 0.062 0.012
-0.078 -0.066 0.012
0.008 -0.049 -0.040
0.093 0.034 -0.035
0.013 -0.180 0.077
-0.052 -0.025 0.092
-0.032 0.058 -0.125
-0.052 0.031 -0.045
0.045 0.139 -0.002
0.085 0.124 -0.015
-0.023 0.040 0.132
-0.062 -0.010 -0.033
-0.058 -0.096 -0.009
-0.092 0.032 0.050
-0.044 -0.002 -0.084
-0.024 -0.030 -0.023
0.066 0.045 0.086
0.081 0.039 0.025